The following is a DFT calculation (ωB97M-V/def2-TZVPD) of C3H4S in the gas phase in a non-equilibrium geometry.

LUMO level	-1.32	eV
ΔE to the lowest compared entry with this formula, charge and spin	122.0	kcal/mol
F_max	4.5	eV/Å
orbital gap	7.1	eV

Each line ends with the Mulliken charge.
Atoms and positions in Å:
S (-1.170, -0.367, 0.102)  0.016
C (-1.841, -1.049, -1.339)  -0.301
C (0.225, 0.267, -0.453)  -0.192
C (1.134, 0.661, 0.508)  -0.519
H (0.760, 0.762, 1.604)  0.221
H (-2.669, -1.650, -0.992)  0.233
H (1.785, 1.560, 0.230)  0.271
H (1.776, -0.184, 0.341)  0.270